C3H4BrNO | ωB97M-V/def2-TZVPD

The geometry in XYZ format:
```
10
Properties=species:S:1:pos:R:3
C -0.053 0.461 0.912
C -1.295 -0.009 0.621
C 0.871 0.059 -0.134
N 0.059 -0.684 -1.033
O -1.309 -0.703 -0.551
Br 2.678 -0.239 0.059
H 0.236 0.872 1.797
H -2.233 0.021 1.148
H 0.774 1.824 -1.558
H 0.273 -1.602 -1.260
```

* maximum force: 3.10 eV/A
* HOMO level (alpha / beta): -0.33155 / -0.24983 hartree
* net charge: 0
* orbital gap (alpha / beta): 9.25 / 6.69 eV